(1)
Formula: C6H18N3S
Source: the Open Molecules 2025 dataset
Level of theory: the ωB97M-V functional and the def2-TZVPD basis

As for the electronic energy: -21813.902 eV. The value obtained for the orbital gap is 9.1 eV. As for the energy above the lowest of the compared OMol25 structures with the same formula, charge and spin: 51.8 kJ/mol. Its net charge is +1. The value obtained for the LUMO energy is -2.80 eV.

Each line ends with the natural charge from an NBO analysis.
Cartesian coordinates (Å):
C: 2.62970 -1.13396 1.19235  -0.526
C: 2.87847 0.08664 0.31776  -0.621
C: 0.44066 -2.98790 1.07448  -0.767
S: 0.95116 -1.43727 1.83252  0.170
H: 2.88180 -2.07913 0.70949  0.229
H: 3.28035 -1.13490 2.07233  0.233
H: 2.81830 -0.21007 -0.73177  0.211
H: 3.87993 0.44001 0.51996  0.234
H: -0.54435 -3.26774 1.41469  0.230
H: 0.40474 -3.08711 -0.01270  0.219
H: 1.08441 -3.73228 1.49070  0.236
H: 2.16562 0.89012 0.43434  0.202
C: -0.18274 1.54862 -0.93928  -0.223
C: -0.06427 2.78586 -0.04159  -0.641
C: -2.31520 0.29157 -0.84632  0.679
N: -1.59565 1.31395 -1.29481  -0.553
N: -1.78870 -0.67526 -0.10200  -0.788
N: -3.63475 0.28927 -1.08614  -0.763
H: 0.28641 1.72131 -1.90452  0.226
H: 0.12221 0.66379 -0.41561  0.209
H: 0.40162 3.62031 -0.53154  0.233
H: 0.43912 2.66471 0.90841  0.236
H: -1.97690 1.79425 -2.09254  0.416
H: -0.90248 -0.58207 0.38291  0.434
H: -2.30298 -1.49294 0.12364  0.419
H: -3.99789 1.05258 -1.63136  0.412
H: -4.27100 -0.48030 -0.97740  0.428
H: -1.08759 3.13796 0.13399  0.224



(2)
Formula: C6H7Br12CaO2
Source: the Open Molecules 2025 dataset
Level of theory: the ωB97M-V functional and the def2-TZVPD basis

As for the electronic energy: -869372.884 eV. The value obtained for the orbital gap is 6.6 eV. As for the energy above the lowest of the compared OMol25 structures with the same formula, charge and spin: 20.5 kJ/mol. Its net charge is +1. The value obtained for the LUMO energy is -5.63 eV.

Each line ends with the Mulliken charge.
Cartesian coordinates (Å):
Ca: 2.24444 3.09308 -0.26273  1.452
C: 0.00199 -0.36277 -1.16062  -0.099
C: 0.89801 0.82738 -1.01345  1.215
O: 1.52117 0.97982 0.10783  -0.753
O: 0.95812 1.72567 -1.89270  -0.847
H: -0.71199 -0.48802 -0.35523  0.226
H: 0.63654 -1.25611 -1.19676  0.132
H: -0.43827 -0.35009 -2.15709  -0.279
C: -3.17261 0.92571 -4.89790  -0.318
Br: -2.64020 2.24351 -6.20709  0.004
Br: -3.62962 1.70111 -3.17144  -0.029
Br: -1.77664 -0.41454 -4.60764  -0.041
H: -4.02137 0.42335 -5.33755  0.363
C: 0.82658 -1.89656 2.53511  0.025
Br: -0.05402 -3.02788 1.22323  -0.030
Br: 2.72625 -2.37423 2.56534  -0.018
Br: -0.07611 -1.96769 4.22206  0.036
H: 0.84243 -0.86608 2.20942  0.007
C: 4.23139 -1.16383 -0.49068  0.214
Br: 3.80125 -2.86232 -1.25833  0.048
Br: 4.44317 0.18756 -1.93783  -0.142
Br: 5.80593 -1.13902 0.62277  0.006
H: 3.39238 -0.76405 0.06192  -0.165
C: -3.27601 1.38190 4.46272  -0.325
Br: -2.52377 1.09907 2.70087  0.006
Br: -2.90193 3.11108 5.23260  -0.003
Br: -2.76189 -0.05915 5.66355  -0.012
H: -4.34522 1.29311 4.33960  0.326



(3)
Formula: C3H10NOS
Source: the Open Molecules 2025 dataset
Level of theory: the ωB97M-V functional and the def2-TZVPD basis

As for the electronic energy: -17645.934 eV. The value obtained for the orbital gap is 6.9 eV. As for the energy above the lowest of the compared OMol25 structures with the same formula, charge and spin: 145.6 kJ/mol. Its net charge is -1. The value obtained for the LUMO energy is 4.04 eV.

Each line ends with the natural charge from an NBO analysis.
Cartesian coordinates (Å):
C: 0.07439 -0.14797 1.11497  -0.419
C: -1.41207 -0.55837 1.17374  -0.520
S: -2.46413 0.16155 -0.08567  -0.629
C: 0.74653 -0.68053 -0.17856  -0.246
N: 1.97329 -0.07300 -0.57132  -0.842
H: 0.21723 1.01196 1.20571  0.168
H: 0.36857 -0.47370 2.08103  0.174
H: -1.26162 -1.68360 1.38357  0.155
H: -1.66204 -0.16065 2.09447  0.174
H: 0.87739 -1.81399 -0.00871  0.155
H: -0.04874 -0.49716 -1.01241  0.246
H: 2.48074 0.02083 0.28762  0.326
H: 1.90722 0.84066 -0.96331  0.366
H: -0.49296 1.95886 -2.60099  0.440
H: -1.00984 0.97633 -1.54732  0.484
O: -0.29397 1.11876 -2.37280  -1.032



(4)
Formula: C5H8O
Source: the Open Molecules 2025 dataset
Level of theory: the ωB97M-V functional and the def2-TZVPD basis

As for the electronic energy: -7359.839 eV. The value obtained for the orbital gap is 10.6 eV. As for the energy above the lowest of the compared OMol25 structures with the same formula, charge and spin: 233.2 kJ/mol. The value obtained for the LUMO energy is 0.98 eV.

Each line ends with the natural charge from an NBO analysis.
Cartesian coordinates (Å):
C: 2.71319 0.84997 0.39502  -0.685
C: 1.48420 0.11594 0.08910  0.023
C: 0.48845 -0.49258 -0.21565  -0.077
C: -0.71985 -1.20208 -0.67856  -0.126
O: -1.82437 -1.11866 0.18784  -0.519
C: -2.33367 0.18883 0.29586  -0.256
H: 3.03406 0.68431 1.42860  0.236
H: 3.52013 0.52923 -0.27284  0.237
H: 2.57419 1.92668 0.24755  0.234
H: -0.50340 -2.26871 -0.79086  0.215
H: -0.98849 -0.80878 -1.67433  0.185
H: -2.59717 0.59737 -0.69321  0.162
H: -3.23605 0.13278 0.90928  0.195
H: -1.61121 0.86570 0.77220  0.177



(5)
Formula: C44H26BCl2F13IN2O9
Source: the Open Molecules 2025 dataset
Level of theory: the ωB97M-V functional and the def2-TZVPD basis

As for the electronic energy: -136583.955 eV. The value obtained for the orbital gap is 4.8 eV. Its net charge is +1. The value obtained for the LUMO energy is -6.17 eV.

Each line ends with the Mulliken charge.
Cartesian coordinates (Å):
C: 7.24596 -1.98651 -5.03982  -1.026
C: 6.32335 -0.87131 -4.22659  0.097
O: 5.08415 -1.48355 -3.72102  -0.595
B: 4.13819 -0.38790 -3.32479  0.834
O: 4.45051 0.42085 -2.12050  -0.656
C: 2.79289 -0.22138 -4.25785  0.476
C: 1.56915 -1.28710 -4.01888  -0.188
C: 1.65420 -2.45448 -2.87088  -0.256
Cl: 2.07972 -4.23517 -3.18144  -0.113
C: 1.39534 -2.01430 -1.44397  0.253
C: 1.02551 -0.45106 -1.04680  -0.662
Cl: 1.46999 -3.23367 -0.01148  -0.147
N: 0.49675 -0.92011 -5.02720  0.489
C: -0.81813 -1.63835 -5.23237  0.325
F: -1.85579 -0.55620 -5.41884  -0.259
F: -1.28177 -2.43690 -4.06640  -0.216
C: -0.90020 -2.57552 -6.57446  0.614
F: -2.14861 -3.41228 -6.41856  -0.255
F: -1.08919 -1.80741 -7.82985  -0.214
C: 0.33205 -3.64122 -6.75793  0.595
F: 1.68262 -3.03698 -6.82549  -0.197
F: 0.11119 -4.30089 -8.09858  -0.241
F: 0.22314 -4.76601 -5.76168  -0.199
C: 1.06116 0.28552 -5.80823  -0.383
I: 0.11748 1.40529 -7.47755  0.297
N: 2.43726 0.73721 -5.37264  0.753
C: 3.34753 1.85005 -5.91142  -0.585
O: 3.59120 1.78062 -7.24863  -0.357
C: 3.98706 2.96461 -4.89506  1.163
F: 3.28824 2.88767 -3.55762  -0.281
F: 5.41670 2.53672 -4.65847  -0.234
C: 3.84931 4.52152 -5.38397  0.582
F: 3.85578 4.72996 -6.84917  -0.250
F: 2.56819 5.08454 -4.84917  -0.253
C: 5.04624 5.50909 -4.77716  0.621
F: 6.38904 5.22607 -5.37219  -0.238
F: 4.67409 6.89907 -5.23806  -0.256
C: 5.07950 5.57401 -3.13933  0.328
O: 4.32208 6.48131 -2.47718  -0.461
O: 5.94478 4.72013 -2.26626  -0.437
H: 7.71454 -1.55624 -6.02356  0.315
H: 6.58778 -2.92287 -5.36651  0.268
H: 8.10347 -2.39431 -4.35235  0.275
H: 6.15943 0.04728 -4.94150  -0.030
H: 6.94877 -0.55137 -3.26228  0.249
H: 4.97963 -0.15361 -1.48852  0.323
H: 2.04736 0.12616 -0.95294  0.186
H: 0.35178 0.08684 -1.85434  0.188
H: 0.45914 -0.34435 -0.01992  0.363
H: 6.42483 4.08517 -2.88626  0.387
C: -0.48884 -0.08149 6.17373  -0.573
C: -0.02056 0.88592 7.06247  -0.490
C: -0.00984 2.23072 6.68875  -0.600
C: -0.45770 2.60850 5.41706  0.330
C: -0.90280 1.63856 4.51971  0.191
C: -0.92936 0.29132 4.90305  -0.618
C: -1.33081 2.01997 3.15831  0.679
O: -1.72529 1.16898 2.37065  -0.724
C: -1.26826 3.43961 2.75730  0.194
C: -1.61608 3.80776 1.45104  -0.555
C: -1.57251 5.14988 1.06745  -0.501
C: -1.19166 6.12661 1.98714  -0.502
C: -0.83926 5.76208 3.28744  -0.542
C: -0.86838 4.41446 3.67008  0.215
C: -0.45950 4.03519 5.03694  0.563
O: -0.12020 4.89249 5.84447  -0.667
H: -0.50583 -1.12852 6.46826  0.456
H: 0.33466 0.59386 8.04821  0.409
H: 0.35225 2.98104 7.38969  0.460
H: -1.28834 -0.46994 4.21265  0.519
H: -1.91760 3.05173 0.72778  0.473
H: -1.83796 5.43294 0.05114  0.414
H: -1.16460 7.17294 1.69072  0.403
H: -0.53825 6.52961 3.99855  0.467
C: -7.69559 -0.59828 5.06513  -0.453
C: -6.49023 0.03291 5.37127  -0.572
C: -5.31161 -0.71111 5.44579  -0.506
C: -5.34013 -2.09351 5.22532  0.231
C: -6.54919 -2.72824 4.94349  0.327
C: -7.72819 -1.97708 4.85170  -0.634
C: -6.59908 -4.19290 4.75814  0.497
O: -7.66018 -4.75078 4.50703  -0.679
C: -5.35410 -4.97594 4.88839  0.244
C: -5.39664 -6.37150 4.77244  -0.591
C: -4.22173 -7.11857 4.88102  -0.469
C: -3.00305 -6.47546 5.09570  -0.529
C: -2.95852 -5.08581 5.21719  -0.482
C: -4.13822 -4.33562 5.12300  0.284
C: -4.08570 -2.86962 5.28856  0.467
O: -3.01568 -2.30403 5.48188  -0.637
H: -8.61266 -0.01709 4.99797  0.392
H: -6.46697 1.10559 5.55012  0.413
H: -4.37345 -0.21077 5.68014  0.515
H: -8.67362 -2.46376 4.61860  0.463
H: -6.34358 -6.88113 4.60163  0.458
H: -4.25779 -8.20251 4.79590  0.392
H: -2.08666 -7.05655 5.17310  0.401
H: -2.00412 -4.59107 5.38960  0.470



(6)
Formula: C5H9NO
Source: the Open Molecules 2025 dataset
Level of theory: the ωB97M-V functional and the def2-TZVPD basis

As for the electronic energy: -8864.546 eV. The value obtained for the orbital gap (alpha / beta) is 6.8 / 6.7 eV. As for the energy above the lowest of the compared OMol25 structures with the same formula, charge and spin: 450.2 kJ/mol. The value obtained for the LUMO energy (alpha / beta) is -1.42 / -1.50 eV.

Each line ends with the natural charge from an NBO analysis.
Cartesian coordinates (Å):
C: -0.53301 0.10457 0.00416  0.518
C: 0.51351 -0.56854 0.79511  -0.066
C: -0.91842 1.47480 0.37203  -0.734
C: -1.30739 -0.63607 -1.00658  -0.733
C: 1.86593 -0.03077 0.17447  0.139
O: 0.36294 -0.26934 2.08067  -0.747
N: 2.72642 -0.65940 -0.50033  -0.595
H: 0.50660 -1.65425 0.55375  0.169
H: 2.42721 -1.61186 -0.72432  0.327
H: 2.07954 0.99092 0.49328  0.170
H: -1.82572 1.43382 0.98968  0.284
H: -0.15830 1.93899 1.00103  0.269
H: -1.16877 2.06425 -0.51464  0.233
H: -1.81664 0.01162 -1.72103  0.235
H: -2.07750 -1.21799 -0.47983  0.282
H: -0.67639 -1.37074 -1.51745  0.249



(7)
Formula: C5H7BrO4
Source: the Open Molecules 2025 dataset
Level of theory: the ωB97M-V functional and the def2-TZVPD basis

As for the electronic energy: -83526.770 eV. The value obtained for the orbital gap (alpha / beta) is 7.4 / 7.9 eV. As for the energy above the lowest of the compared OMol25 structures with the same formula, charge and spin: 107.8 kJ/mol. The value obtained for the LUMO energy (alpha / beta) is -0.70 / -0.36 eV.

Each line ends with the natural charge from an NBO analysis.
Cartesian coordinates (Å):
C: -0.44550 -0.68192 0.01495  0.330
C: -0.32678 1.65928 -0.22537  -0.086
C: -1.00984 0.57006 0.64716  0.003
C: 0.46210 -1.53748 0.70871  0.206
C: 1.56678 0.49001 -0.47336  0.010
O: -0.86115 -1.07490 -1.09919  -0.721
O: 1.04809 1.55847 0.22508  -0.503
O: -2.39386 0.56004 0.30178  -0.727
O: 0.85335 -2.69504 0.27429  -0.597
Br: 3.35734 0.26281 -0.00093  0.096
H: -0.56170 1.36720 -1.33597  0.216
H: -0.57095 2.63196 0.01218  0.207
H: -0.99727 0.59275 1.67059  0.202
H: 0.83725 -1.34654 1.62486  0.177
H: 1.29072 0.43347 -1.49407  0.187
H: -2.66777 -0.17079 -0.25245  0.497
H: 0.41917 -2.61937 -0.59825  0.503



(8)
Formula: C4H7NO
Source: the Open Molecules 2025 dataset
Level of theory: the ωB97M-V functional and the def2-TZVPD basis

As for the electronic energy: -7798.229 eV. The value obtained for the orbital gap is 11.0 eV. As for the energy above the lowest of the compared OMol25 structures with the same formula, charge and spin: 136.6 kJ/mol. The value obtained for the LUMO energy is 1.01 eV.

Each line ends with the natural charge from an NBO analysis.
Cartesian coordinates (Å):
C: 1.74124 -0.06571 -0.16803  -0.645
C: 0.45644 0.19773 0.60053  0.098
C: -0.65216 0.88149 -0.20742  -0.510
C: -1.38430 -0.41784 -0.00224  0.574
N: -2.47791 -0.87915 -0.40698  -0.688
O: -0.38904 -0.98802 0.75830  -0.503
H: 2.63115 -0.06473 0.46789  0.220
H: 1.86864 0.71074 -0.93014  0.215
H: 1.67603 -1.02976 -0.68318  0.233
H: 0.63221 0.63323 1.58648  0.186
H: -1.10205 1.76126 0.25411  0.237
H: -0.40352 1.08682 -1.25158  0.229
H: -2.61610 -1.83738 -0.08556  0.353



(9)
Formula: C20H44CrNOP3Se
Source: the Open Molecules 2025 dataset
Level of theory: the ωB97M-V functional and the def2-TZVPD basis

As for the spin multiplicity: 4. As for the electronic energy: -146597.172 eV. The value obtained for the orbital gap (alpha / beta) is 3.2 / 3.2 eV. As for the energy above the lowest of the compared OMol25 structures with the same formula, charge and spin: 0.0 kJ/mol. Its net charge is +3. As for the expectation value of S²: 3.99. The value obtained for the LUMO energy (alpha / beta) is -12.73 / -12.72 eV.

Each line ends with the Mulliken charge.
Cartesian coordinates (Å):
Cr: 0.68891 1.30735 0.22813  -0.504
P: -0.57858 0.23339 1.86117  1.162
P: -1.03599 2.44520 -0.78890  1.358
P: 1.96494 2.45035 1.75010  1.263
H: -0.39834 -3.88859 1.33648  0.442
C: 0.60535 -3.63894 0.95643  -0.448
C: 1.68499 -3.84884 1.92031  -0.052
H: 1.49129 -3.71966 2.98232  0.383
C: -1.80909 -0.90692 1.16425  -0.812
C: -1.58867 1.38026 2.86922  -1.557
C: 0.32367 -0.76878 3.08970  -0.375
C: -1.04260 2.00140 -2.55223  -0.893
C: -2.78447 2.19925 -0.36633  -0.925
C: -0.80551 4.24988 -0.78490  -1.313
C: 3.39304 1.33809 2.02207  -1.025
C: 1.41822 2.89150 3.42946  -1.263
C: 2.73011 3.99517 1.16815  -1.335
H: 0.79343 -4.17153 0.01101  0.475
H: 2.64853 -4.20413 1.56319  0.324
H: -1.45955 -1.94117 1.26127  0.057
H: -1.99057 -0.70727 0.10262  -0.043
H: -2.75623 -0.79549 1.70561  0.577
H: -1.67259 2.36159 2.38969  0.372
H: -1.13420 1.51893 3.85734  0.442
H: -2.59541 0.95881 2.99129  0.514
H: 0.80418 -1.64589 2.63183  -0.551
H: -0.38446 -1.12576 3.85268  0.538
H: 1.09778 -0.16878 3.58572  0.319
H: -1.51306 2.82056 -3.11118  0.465
H: -1.61103 1.07004 -2.68114  0.090
H: -0.01317 1.85559 -2.90650  0.290
H: -3.36706 3.02013 -0.80328  0.482
H: -2.94106 2.18820 0.71655  0.325
H: -3.12149 1.24697 -0.79577  0.136
H: -1.31923 4.67238 -1.65944  0.495
H: 0.25997 4.50744 -0.83104  0.295
H: -1.23452 4.67282 0.13335  0.365
H: 4.20450 1.92854 2.46725  0.471
H: 3.73698 0.90880 1.07243  0.284
H: 3.11590 0.51976 2.69804  0.251
H: 2.18203 3.53909 3.88126  0.493
H: 1.27957 2.00722 4.06268  0.333
H: 0.47196 3.44234 3.38125  0.388
H: 3.46757 4.31825 1.91798  0.507
H: 1.96189 4.76984 1.05171  0.402
H: 3.23026 3.84645 0.20075  0.383
C: 2.95638 0.06798 -1.56648  0.371
C: 2.49068 -1.03557 -0.83923  1.507
C: 3.10538 -2.28091 -0.99749  -0.311
C: 4.16535 -2.43380 -1.90382  -0.726
C: 4.64522 -1.31988 -2.61299  -0.663
C: 4.05522 -0.06809 -2.43411  -0.688
Se: 2.11362 1.81046 -1.35765  -0.236
H: 0.57890 -2.49054 0.68832  -0.262
H: 1.63930 -0.88902 -0.14756  -0.861
H: 2.75037 -3.12010 -0.39876  0.017
H: 4.61267 -3.41547 -2.05324  0.434
H: 5.48375 -1.42995 -3.30009  0.418
H: 4.42910 0.81613 -2.94922  0.460
C: -5.00378 -2.03368 -3.50177  -0.868
N: -3.93382 -2.71905 -2.79578  0.109
C: -4.08664 -4.14105 -2.51733  -0.856
C: -2.99742 -1.98360 -2.15987  0.477
O: -2.96953 -0.74487 -2.16837  -0.720
H: -5.50112 -2.76415 -4.14412  0.343
H: -4.58221 -1.21978 -4.09997  0.276
H: -5.73974 -1.60780 -2.80417  0.296
H: -3.09870 -4.56456 -2.29831  0.304
H: -4.74298 -4.32535 -1.65214  0.340
H: -4.51834 -4.63364 -3.39434  0.299
H: -2.24985 -2.60756 -1.62411  -0.042